Record 1
C5H10O3Pt as an isolated structure. Source: the Open Molecules 2025 dataset; level of theory: ωB97M-V/def2-TZVPD.

Computed properties:
Frontier orbital gap (spin up / spin down): 9.13 / 7.87 eV
Relative energy (zero: lowest compared OMol25 entry of this formula, charge and spin): 2.4 kcal/mol
Lowest unoccupied orbital energy (spin up / spin down): -2.9528 / -6.1978 eV
Total charge: +1
DFT total energy: -541.07981 Eh
<S²>: 3.76
Spin multiplicity: 4

Geometry as XYZ:
```
19
Properties=species:S:1:pos:R:3:mulliken_spin:R:1
C 0.45827 -2.54564 -1.14818 -0.003
O 1.59133 -1.77121 -0.95324 0.360
C -0.77661 -1.69441 -1.44059 0.002
O -0.88501 -0.71628 -0.39434 0.211
C -0.83945 0.59221 -0.71415 0.672
C -0.69149 1.49203 0.45180 0.033
O 0.62738 1.27490 1.01056 0.119
C 0.91590 2.04176 2.17753 0.004
Pt 1.41092 -0.20075 0.06819 1.520
H 0.23517 -3.17581 -0.26406 0.027
H 0.57554 -3.23332 -2.00757 0.007
H -1.69601 -2.29332 -1.42811 -0.002
H -0.67079 -1.19173 -2.41297 -0.002
H -1.04252 0.92319 -1.73351 0.010
H -1.42624 1.26715 1.24302 0.031
H -0.77312 2.54320 0.14595 0.012
H 1.94545 1.81756 2.47198 0.000
H 0.81811 3.11022 1.94615 0.000
H 0.22315 1.76025 2.98155 0.000
```


Record 2
The molecule C5H10O5S. Source: the Open Molecules 2025 dataset; level of theory: ωB97M-V/def2-TZVPD.

Computed properties:
Frontier orbital gap (spin up / spin down): 7.96 / 7.24 eV
Relative energy (zero: lowest compared OMol25 entry of this formula, charge and spin): 60.2 kcal/mol
Lowest unoccupied orbital energy (spin up / spin down): 0.4969 / 0.4829 eV
DFT total energy: -970.70763 Eh
Spin multiplicity: 1

Geometry as XYZ:
```
21
Properties=species:S:1:pos:R:3:nbo_charge:R:1
C -0.66930 1.16898 0.84331 -0.091
C -1.02412 -0.22348 0.78084 0.036
C 0.25206 -1.17523 0.62985 -0.029
C 1.26555 -0.48830 -0.24021 0.059
C -0.21454 1.27265 -1.61396 0.380
O -0.69613 1.84129 -0.45383 -0.565
O -1.65300 -0.49023 2.00300 -0.723
O 0.83313 -1.31817 1.94260 -0.717
O 1.69825 -1.38423 -1.27078 -0.715
O 0.60420 2.17012 -2.31947 -0.726
S -1.18131 0.28621 -2.68803 0.014
H -1.48583 1.59981 1.34603 0.214
H 0.23127 1.54844 1.23321 0.207
H -1.81663 -0.63764 0.06750 0.206
H -0.00538 -2.05918 -0.00044 0.196
H 2.09227 0.21395 0.12294 0.173
H -1.97080 -1.39717 1.96187 0.480
H 0.12227 -0.91694 2.48153 0.478
H 2.66522 -1.31940 -1.07403 0.476
H 1.10938 2.73574 -1.69583 0.492
H -0.22384 0.45047 -3.57065 0.155
```


Record 3
A 2-piece molecular cluster, C5H10O9S3 overall. Source: the Open Molecules 2025 dataset; level of theory: ωB97M-V/def2-TZVPD.

Computed properties:
Frontier orbital gap: 4.01 eV
Lowest unoccupied orbital energy: 4.1611 eV
Total charge: -2
DFT total energy: -2068.20189 Eh
Spin multiplicity: 1

Geometry as XYZ:
```
27
Properties=species:S:1:pos:R:3:nbo_charge:R:1
C -1.60464 1.03963 -0.56252 -0.882
S -1.51814 -0.75082 -0.85076 2.080
O -2.37335 -1.47845 0.10853 -0.917
O -1.97657 -1.04503 -2.25072 -0.987
C 0.19388 -1.36541 -0.74701 -0.480
C 1.01911 -1.05020 -2.02838 -0.454
C 2.23202 -0.12420 -1.77717 -0.094
O 3.27236 -0.84869 -1.09940 -0.681
S 2.69037 -1.51191 0.30834 2.266
O 2.55450 -2.97331 0.08901 -0.943
O 3.56463 -1.15221 1.42996 -0.896
C 0.97687 -0.85170 0.49023 -0.643
H -2.09526 1.21702 0.43148 0.386
H -2.28460 1.44527 -1.32074 0.250
H -0.61411 1.49758 -0.63623 0.223
H 0.12040 -2.45226 -0.63902 0.277
H 0.40912 -0.58405 -2.81249 0.255
H 1.39581 -2.00583 -2.41137 0.233
H 2.61465 0.16718 -2.76279 0.202
H 1.97619 0.81210 -1.26544 0.192
H 0.57077 -1.19115 1.44896 0.306
H 1.03715 0.24267 0.54948 0.269
O -2.71633 1.58002 4.31406 -1.120
S -2.43801 2.59588 3.27053 2.579
O -3.70354 3.01632 2.61699 -1.130
O -1.54164 2.00001 2.23460 -1.169
O -1.76165 3.77155 3.87185 -1.124
```


Record 4
A 3-piece molecular cluster, C5H10OS overall. Source: the Open Molecules 2025 dataset; level of theory: ωB97M-V/def2-TZVPD.

Computed properties:
Frontier orbital gap: 4.94 eV
Relative energy (zero: lowest compared OMol25 entry of this formula, charge and spin): 146.5 kcal/mol
Lowest unoccupied orbital energy: -2.7233 eV
DFT total energy: -669.70300 Eh
Spin multiplicity: 1

Geometry as XYZ:
```
17
Properties=species:S:1:pos:R:3:nbo_charge:R:1
O -0.74625 2.06938 -0.89705 -0.361
C -0.93961 1.07615 -1.39965 0.483
C -0.76558 -0.03540 1.46503 -0.661
C 0.59226 0.39642 1.02072 -0.159
C 1.41036 1.16802 1.72813 -0.426
S 0.63530 -2.27389 -0.44073 -0.123
C 0.17806 -1.43455 -1.92580 -0.783
H -1.84089 0.41128 -1.24384 0.192
H -0.89367 -1.10803 1.34198 0.247
H -0.94678 0.25823 2.49426 0.218
H -1.51358 0.34094 0.78303 0.180
H 0.85667 0.13931 0.00069 0.187
H 1.50439 1.24351 2.80315 0.204
H 2.30840 1.44810 1.17955 0.191
H 0.38897 -0.32380 -1.91367 0.185
H -0.88198 -1.48484 -2.19660 0.187
H 0.65391 -1.89084 -2.79919 0.242
```


Record 5
C5H10OS as an isolated structure. Source: the Open Molecules 2025 dataset; level of theory: ωB97M-V/def2-TZVPD.

Computed properties:
Frontier orbital gap: 9.09 eV
Relative energy (zero: lowest compared OMol25 entry of this formula, charge and spin): 96.2 kcal/mol
Lowest unoccupied orbital energy: 0.4360 eV
DFT total energy: -669.78307 Eh
Spin multiplicity: 1

Geometry as XYZ:
```
17
Properties=species:S:1:pos:R:3:nbo_charge:R:1
C 1.56750 0.23777 0.63715 -0.022
C 1.83989 -0.93748 0.75365 -0.256
C 1.24306 1.60932 0.41810 -0.720
C -3.14713 -1.06524 0.09224 -0.707
C -1.98459 -0.33255 0.61134 0.265
O -0.90400 -1.01537 0.98368 -0.653
S -1.97917 1.30527 0.47548 -0.175
H 4.45799 -0.05537 -4.18877 -0.001
H 2.01697 -1.68051 1.48108 0.240
H 2.27067 2.21187 0.47096 0.238
H 0.69721 2.00672 1.32046 0.264
H 0.71856 1.84908 -0.51676 0.265
H -3.28361 -0.92965 -0.97121 0.255
H -4.21771 -0.79295 0.55277 0.257
H -2.96845 -2.11712 0.17728 0.224
H -0.24184 -0.33272 1.26388 0.525
H 3.91465 0.03892 -3.56132 0.001
```


Record 6
The molecule C5H10OS. Source: the Open Molecules 2025 dataset; level of theory: ωB97M-V/def2-TZVPD.

Computed properties:
Frontier orbital gap: 9.45 eV
Relative energy (zero: lowest compared OMol25 entry of this formula, charge and spin): 25.8 kcal/mol
SMILES string: C[C@@H]1SC[C@@H]1CO
Lowest unoccupied orbital energy: 0.8371 eV
DFT total energy: -669.89535 Eh
Spin multiplicity: 1

Geometry as XYZ:
```
17
Properties=species:S:1:pos:R:3:nbo_charge:R:1
C -1.60565 -1.34205 0.07461 -0.637
C -0.72563 -0.38532 0.81717 -0.305
S -0.78588 1.36679 0.34980 0.183
C 0.95472 1.09216 0.58563 -0.531
C 0.80825 -0.47589 0.63456 -0.267
C 1.17492 -1.06439 -0.69990 -0.073
O 1.00871 -0.29138 -1.86338 -0.718
H -1.64222 -1.17443 -1.00012 0.207
H -1.19903 -2.36096 0.17607 0.221
H -2.64536 -1.18022 0.43874 0.226
H -0.98729 -0.38482 1.92337 0.214
H 1.73863 1.50873 -0.11065 0.236
H 1.29947 1.45584 1.55372 0.207
H 1.29394 -0.99791 1.41463 0.219
H 2.24909 -1.34827 -0.72044 0.185
H 0.67182 -2.00378 -0.94758 0.167
H 0.08572 0.00118 -1.88995 0.466
```


Record 7
A 2-piece molecular cluster, C5H10OS overall. Source: the Open Molecules 2025 dataset; level of theory: ωB97M-V/def2-TZVPD.

Computed properties:
Frontier orbital gap: 9.05 eV
Relative energy (zero: lowest compared OMol25 entry of this formula, charge and spin): 81.9 kcal/mol
SMILES string: CSC1CC1.C=O
Lowest unoccupied orbital energy: 1.0500 eV
DFT total energy: -669.80587 Eh
Spin multiplicity: 1

Geometry as XYZ:
```
17
Properties=species:S:1:pos:R:3:nbo_charge:R:1
C -0.44381 -0.79158 1.21008 -0.741
S 0.19975 -0.44616 -0.45601 0.223
C -0.60482 1.03584 -1.03199 -0.367
C -2.04588 1.23638 -0.89007 -0.443
C -1.08054 2.13714 -0.19700 -0.444
H -0.59785 -1.77129 1.55366 0.234
H 0.15984 -0.19587 1.88952 0.211
H -1.37076 -0.22179 1.12090 0.214
H -0.22150 1.29262 -1.94340 0.243
H -2.81447 0.80327 -0.17033 0.223
H -2.69193 1.61505 -1.78264 0.211
H -1.06476 3.20023 -0.73288 0.201
H -1.28952 2.33466 0.82402 0.234
C 3.46988 -2.60579 0.16149 0.291
O 2.47422 -2.67665 -0.46050 -0.476
H 3.59964 -1.77878 0.91871 0.085
H 4.32252 -3.16727 -0.01356 0.101
```


Record 8
The molecule C5H10OS. Source: the Open Molecules 2025 dataset; level of theory: ωB97M-V/def2-TZVPD.

Computed properties:
Frontier orbital gap: 9.78 eV
Relative energy (zero: lowest compared OMol25 entry of this formula, charge and spin): 71.8 kcal/mol
Lowest unoccupied orbital energy: 0.7038 eV
DFT total energy: -669.82209 Eh
Spin multiplicity: 1

Geometry as XYZ:
```
17
Properties=species:S:1:pos:R:3:nbo_charge:R:1
C -0.67993 0.00371 1.01137 -0.583
C 0.20483 0.43568 -0.10269 -0.313
C 0.86938 -0.68419 -0.78808 -0.187
C 1.31748 1.46353 0.34819 -0.593
C 0.28033 -1.89606 -0.92843 -0.362
O -2.60306 -0.94732 -0.84742 -0.979
S -2.48334 -0.12946 0.35676 1.079
H -0.48648 -0.86848 1.73683 0.251
H -0.86538 0.75567 1.80609 0.228
H -0.32895 1.10233 -0.81939 0.224
H 1.85408 -0.47836 -1.10342 0.201
H 1.00705 2.12984 1.10214 0.206
H 1.85913 2.04837 -0.31847 0.217
H 2.14740 0.83508 0.82366 0.195
H -2.24304 1.13138 -0.34151 0.013
H 0.82457 -2.69361 -1.37266 0.192
H -0.67406 -2.20813 -0.56298 0.211
```


Record 9
An isolated ion of composition C5H10P and charge +1. Source: the Open Molecules 2025 dataset; level of theory: ωB97M-V/def2-TZVPD.

Computed properties:
Frontier orbital gap: 8.94 eV
Relative energy (zero: lowest compared OMol25 entry of this formula, charge and spin): 90.8 kcal/mol
Lowest unoccupied orbital energy: -3.8027 eV
Total charge: +1
DFT total energy: -537.35657 Eh
Spin multiplicity: 1

Geometry as XYZ:
```
16
Properties=species:S:1:pos:R:3:nbo_charge:R:1
C 1.82625 -2.50730 0.23920 -0.251
C 1.64620 -1.11071 0.47605 -0.107
C 1.58050 0.52537 0.44946 -0.481
C 0.41226 1.16678 -0.50173 -0.421
C -0.82424 0.15916 -0.87449 -0.668
P -2.15351 0.01654 0.54283 0.661
H 2.14969 -3.63179 0.00268 0.315
H 2.61852 0.94199 0.03164 0.282
H 1.47724 0.95183 1.55801 0.254
H -0.04940 2.08131 0.11085 0.222
H 0.84901 1.66391 -1.49304 0.271
H -1.41600 0.68011 -1.77110 0.281
H -0.50256 -0.89390 -1.28583 0.310
H -3.15057 -0.96295 0.09003 0.112
H -1.56484 -0.36105 1.80238 0.114
H -2.89852 1.28070 0.62306 0.107
```


Record 10
The molecule C5H10S. Source: the Open Molecules 2025 dataset; level of theory: ωB97M-V/def2-TZVPD.

Computed properties:
Frontier orbital gap: 9.91 eV
Relative energy (zero: lowest compared OMol25 entry of this formula, charge and spin): 26.7 kcal/mol
SMILES string: C=C(CC)CS
Lowest unoccupied orbital energy: 0.8481 eV
DFT total energy: -594.65261 Eh
Spin multiplicity: 1

Geometry as XYZ:
```
16
Properties=species:S:1:pos:R:3:nbo_charge:R:1
C 0.45639 2.04902 -0.26145 -0.373
C 0.12684 0.77764 -0.13601 -0.028
C 0.91700 -0.36062 -0.69763 -0.438
C 1.01785 -1.63589 0.14477 -0.608
C -1.12652 0.43937 0.55901 -0.503
S -2.52247 -0.28467 -0.50370 -0.076
H -0.06542 2.85333 0.33318 0.201
H 1.35409 2.35638 -0.82681 0.199
H 1.94318 -0.04174 -0.92063 0.216
H 0.40969 -0.68683 -1.62579 0.217
H 0.11684 -2.19257 0.45805 0.220
H 1.65255 -2.36268 -0.51973 0.211
H 1.64093 -1.42780 1.00464 0.202
H -1.00226 -0.25261 1.45568 0.220
H -1.57264 1.29187 1.02701 0.217
H -3.34603 -0.52220 0.50941 0.123
```